{"formula": "H20O10", "method": "the ωB97M-V functional and the def2-TZVPD basis", "homo_lumo_gap_ev": 10.14, "homo_ev": -10.378, "symbols": ["H", "H", "H", "H", "H", "H", "H", "H", "H", "H", "H", "H", "H", "H", "H", "H", "H", "H", "H", "H", "O", "O", "O", "O", "O", "O", "O", "O", "O", "O"], "positions_angstrom": [[-0.3702, -0.2820, 1.2273], [0.7613, 0.1665, 0.3170], [-0.1415, 3.6598, -1.5732], [-1.6533, 3.5619, -1.6956], [-4.6944, 0.9408, 1.8975], [-4.7775, 2.1905, 2.7585], [2.3483, -2.1704, 1.6350], [1.6104, -0.9364, 2.1277], [2.8562, -1.0933, -0.1492], [2.3623, 0.1231, -0.9150], [-0.1479, -1.7435, -1.7502], [0.2766, -2.6940, -0.6427], [3.8446, 1.9246, -2.2774], [4.5035, 0.5639, -2.1213], [4.8945, 0.2626, 3.0970], [3.9624, 0.6349, 1.9556], [-3.5490, -2.5759, -0.6200], [-2.4428, -1.6557, -1.1096], [-4.0313, 0.1325, -0.9438], [-4.7287, -1.1691, -0.5838], [-0.1953, 0.2189, 0.4226], [-0.9560, 3.8326, -1.0877], [-4.2100, 1.4351, 2.5683], [1.5434, -1.6593, 1.4938], [3.1466, -0.2386, -0.4871], [-0.4573, -2.4977, -1.2359], [3.7454, 0.9991, -2.5274], [4.7698, 0.1452, 2.1485], [-3.3790, -1.8503, -1.2312], [-4.8915, -0.2260, -0.6980]], "mulliken_charge": [0.328, 0.215, 0.307, 0.316, 0.345, 0.308, 0.306, 0.299, 0.284, 0.324, 0.314, 0.285, 0.312, 0.322, 0.310, 0.303, 0.318, 0.383, 0.301, 0.376, -0.531, -0.622, -0.646, -0.620, -0.569, -0.627, -0.663, -0.618, -0.716, -0.646]}

=====

{"formula": "H20O10", "method": "the ωB97M-V functional and the def2-TZVPD basis", "homo_lumo_gap_ev": 10.78, "homo_ev": -10.916, "symbols": ["H", "H", "H", "H", "H", "H", "H", "H", "H", "H", "H", "H", "H", "H", "H", "H", "H", "H", "H", "H", "O", "O", "O", "O", "O", "O", "O", "O", "O", "O"], "positions_angstrom": [[0.5510, 1.7566, 0.3851], [-0.0537, 0.3425, 0.1275], [0.5055, -3.0416, -3.3302], [0.9996, -2.0959, -2.1993], [-1.5030, 4.3438, -2.4895], [-1.4807, 5.1284, -1.2807], [-4.8570, 0.3200, -1.5503], [-3.7233, 0.4589, -0.5268], [-3.2904, -1.3231, 2.8812], [-2.1806, -1.2390, 3.9347], [-1.5102, -0.0971, 1.2518], [-0.8665, -1.2392, 0.4677], [6.0382, 1.8860, 1.3759], [4.8227, 1.2559, 0.7394], [3.0478, -2.7318, -2.5283], [3.7372, -1.4227, -2.0792], [-1.9625, -4.2956, 0.8762], [-1.6681, -2.7916, 1.0121], [2.1745, 2.4179, 2.5455], [2.0682, 2.0916, 1.0779], [0.3056, 1.0904, -0.2562], [0.5380, -2.9208, -2.4280], [-1.9726, 5.0189, -2.1343], [-4.4567, 0.9197, -0.9660], [-2.4298, -1.0483, 2.9837], [-1.7198, -0.8575, 0.7509], [5.7091, 1.0354, 1.0310], [3.0695, -1.9979, -1.8673], [-1.4933, -3.5969, 0.3893], [1.6012, 2.6330, 1.8062]], "mulliken_charge": [0.292, 0.215, 0.283, 0.356, 0.294, 0.317, 0.299, 0.336, 0.272, 0.294, 0.370, 0.380, 0.329, 0.296, 0.343, 0.297, 0.310, 0.385, 0.318, 0.328, -0.632, -0.637, -0.611, -0.648, -0.550, -0.654, -0.630, -0.640, -0.634, -0.678]}

=====

{"formula": "H20O10", "method": "the ωB97M-V functional and the def2-TZVPD basis", "homo_lumo_gap_ev": 5.99, "homo_ev": -6.264, "symbols": ["H", "H", "H", "H", "H", "H", "H", "H", "H", "H", "H", "H", "H", "H", "H", "H", "H", "H", "H", "H", "O", "O", "O", "O", "O", "O", "O", "O", "O", "O"], "positions_angstrom": [[-0.0195, 0.7063, -1.2723], [0.7889, -0.4589, -1.8423], [1.2319, 1.4693, 1.4318], [0.2171, 1.1072, 2.3479], [2.4460, -2.1362, 0.3641], [2.8680, -3.6347, 0.7074], [-4.1131, 0.1724, -0.9177], [-5.1993, 1.1261, -1.0270], [4.3383, -0.3297, -0.8625], [5.2709, -0.0274, 0.2024], [-4.2905, -2.2208, 0.7604], [-3.0742, -2.5658, 1.4780], [-2.8699, 0.8206, 0.1913], [-2.6114, 0.4233, 1.6928], [-1.4691, -1.2418, -0.7274], [-0.3386, -1.9564, -0.0363], [1.6202, 4.0912, -0.4945], [0.4741, 3.4719, 0.2325], [2.1655, 0.0110, -0.6031], [2.7421, 1.1788, -1.4689], [-0.0650, -0.2038, -1.5999], [1.1692, 1.0991, 2.2720], [2.0940, -3.0963, 0.5847], [-4.2382, 1.0581, -1.2049], [4.9263, -0.7739, -0.3326], [-3.3819, -2.0743, 0.7101], [-3.2150, 0.5158, 0.9747], [-0.6048, -1.5487, -0.9137], [1.1393, 4.1563, 0.2754], [1.9988, 0.8613, -0.9221]], "mulliken_charge": [0.196, 0.288, 0.276, 0.306, 0.313, 0.310, 0.321, 0.324, 0.247, 0.347, 0.250, 0.278, 0.288, 0.232, 0.250, 0.261, 0.300, 0.294, 0.281, 0.207, -0.515, -0.593, -0.611, -0.655, -0.613, -0.495, -0.530, -0.497, -0.601, -0.455]}

=====

{"formula": "H20O10", "method": "the ωB97M-V functional and the def2-TZVPD basis", "homo_lumo_gap_ev": 10.71, "homo_ev": -10.856, "symbols": ["O", "H", "H", "O", "H", "H", "O", "H", "H", "O", "H", "H", "O", "H", "H", "O", "H", "H", "O", "H", "H", "O", "H", "H", "O", "H", "H", "O", "H", "H"], "positions_angstrom": [[-3.8315, 1.1986, -0.5586], [-3.7972, 0.3696, -1.0358], [-2.9141, 1.4318, -0.4165], [-1.7652, -2.9081, -0.5390], [-1.3836, -2.2229, 0.0098], [-1.0365, -3.5004, -0.7247], [1.0614, -0.0263, 3.9740], [1.3245, 0.0012, 4.8940], [1.7227, 0.4957, 3.5196], [-0.7736, 2.1005, -4.4804], [-0.3419, 2.8277, -4.9288], [-0.0820, 1.6978, -3.9553], [-3.1563, -1.0851, -3.7347], [-2.6038, -1.5633, -3.1164], [-2.7461, -0.2232, -3.8061], [-3.2785, -0.8197, 3.1288], [-3.1972, -1.7459, 3.3561], [-2.3926, -0.5545, 2.8818], [1.8944, -3.3416, 1.6236], [1.8302, -4.2706, 1.8448], [1.8248, -2.8893, 2.4644], [3.9243, 1.8022, 2.2756], [4.5582, 1.0862, 2.2344], [4.4316, 2.5845, 2.0589], [3.0747, 2.5067, -2.2801], [3.0233, 3.2732, -2.8510], [2.3525, 2.6189, -1.6620], [0.4005, 0.5268, -0.1213], [0.9270, -0.0154, -0.7086], [0.9499, 0.6448, 0.6535]], "mulliken_charge": [-0.620, 0.319, 0.303, -0.621, 0.314, 0.312, -0.618, 0.302, 0.310, -0.606, 0.300, 0.314, -0.647, 0.318, 0.318, -0.616, 0.309, 0.305, -0.634, 0.317, 0.318, -0.614, 0.320, 0.307, -0.635, 0.317, 0.321, -0.640, 0.323, 0.304]}

=====

{"formula": "H20O10", "method": "the ωB97M-V functional and the def2-TZVPD basis", "homo_lumo_gap_ev": 9.31, "homo_ev": -9.496, "symbols": ["O", "H", "H", "O", "H", "H", "O", "H", "H", "O", "H", "H", "O", "H", "H", "O", "H", "H", "O", "H", "H", "O", "H", "H", "O", "H", "H", "O", "H", "H"], "positions_angstrom": [[-0.2269, 2.0643, 1.7666], [0.6439, 1.7516, 1.6802], [-0.3477, 2.2485, 2.6881], [3.1796, -2.5903, 2.0446], [3.2927, -2.2712, 2.9236], [2.3503, -2.2410, 1.6722], [-1.6048, -0.5739, 1.9375], [-2.5439, -0.6086, 1.8845], [-1.3066, 0.1849, 1.4265], [0.3940, 0.3177, -0.5272], [1.0383, -0.0727, 0.0734], [0.7640, 0.2690, -1.4284], [-2.4119, 2.0501, -0.1202], [-2.0154, 2.1122, -1.0238], [-1.6509, 1.9041, 0.4409], [1.8284, 0.2405, 2.0180], [2.0474, -0.2708, 2.7803], [2.6650, 0.6166, 1.8657], [-2.0451, -0.5296, -1.1966], [-1.0921, -0.5248, -1.0264], [-2.1026, 0.4061, -1.3845], [0.6030, -0.0937, -3.4828], [0.6313, -0.9595, -3.0787], [0.2380, -0.3579, -4.2968], [0.7550, -2.5078, 0.5698], [0.2288, -3.2541, 0.8392], [0.7274, -2.4064, -0.3735], [-1.4773, 1.8551, -2.5753], [-1.7947, 1.9968, -3.4306], [-0.7672, 1.2447, -2.6665]], "mulliken_charge": [-0.544, 0.290, 0.269, -0.637, 0.301, 0.380, -0.663, 0.285, 0.356, -0.446, 0.272, 0.245, -0.679, 0.499, 0.318, -0.567, 0.181, 0.290, -0.640, 0.316, 0.280, -0.634, 0.291, 0.293, -0.579, 0.275, 0.257, -0.572, 0.268, 0.298]}

=====

{"formula": "H20O10", "method": "the ωB97M-V functional and the def2-TZVPD basis", "homo_lumo_gap_ev": 9.37, "homo_ev": -9.555, "symbols": ["O", "H", "H", "O", "H", "H", "O", "H", "H", "O", "H", "H", "O", "H", "H", "O", "H", "H", "O", "H", "H", "O", "H", "H", "O", "H", "H", "O", "H", "H"], "positions_angstrom": [[2.1025, 2.5116, 1.0831], [1.4582, 2.9823, 0.5544], [2.0818, 1.6161, 0.7457], [-0.0160, 2.2068, -1.7652], [-0.1310, 1.9713, -0.8446], [0.8207, 1.8124, -2.0112], [0.5113, -2.5519, -0.8472], [0.6693, -3.3174, -0.2946], [0.0748, -1.9253, -0.2701], [-0.0239, 0.0092, -0.1173], [0.5502, 0.5367, 0.4380], [-0.5855, -0.4626, 0.4978], [-2.1776, -0.3512, -0.7159], [-1.7282, 0.4179, -0.3656], [-1.5562, -0.7298, -1.3378], [1.9781, 0.7828, 0.3061], [2.2396, -0.1308, 0.4210], [1.7769, 0.8594, -0.6266], [-0.3531, -2.1489, 2.5164], [-0.7897, -1.6523, 1.8243], [-0.9823, -2.1593, 3.2377], [-1.0437, -1.7886, 0.4254], [-1.8571, -1.9384, 0.9072], [-1.2832, -1.9099, -0.4934], [-0.4549, -0.7535, -1.8580], [0.3157, -0.8133, -2.4226], [-0.1290, -0.3611, -1.0480], [-0.4563, 2.1127, 0.4607], [-1.0854, 2.8293, 0.3776], [0.0738, 2.3459, 1.2228]], "mulliken_charge": [-0.941, 0.295, 0.647, -0.670, 0.330, 0.297, -0.636, 0.334, 0.614, -1.206, 0.376, 0.505, -0.970, 0.441, 0.504, -0.626, 0.379, 0.350, -0.645, 0.374, 0.238, -0.732, 0.309, 0.489, -0.721, 0.367, 0.228, -0.536, 0.298, 0.308]}

=====

{"formula": "H20O10", "method": "the ωB97M-V functional and the def2-TZVPD basis", "homo_lumo_gap_ev": 9.78, "homo_ev": -10.382, "symbols": ["O", "H", "H", "O", "H", "H", "O", "H", "H", "O", "H", "H", "O", "H", "H", "O", "H", "H", "O", "H", "H", "O", "H", "H", "O", "H", "H", "O", "H", "H"], "positions_angstrom": [[2.0299, 0.4784, 3.0862], [1.6171, 0.2715, 2.2478], [2.7816, 1.0242, 2.8554], [1.4973, -0.7295, -3.2682], [2.4316, -0.8894, -3.1354], [1.4641, -0.0102, -3.8989], [0.1639, 0.1404, -0.0941], [0.7574, 0.2999, -0.8280], [-0.4501, -0.5173, -0.4206], [-2.8908, -0.6558, 2.2771], [-2.1767, -1.1060, 1.8260], [-2.5010, 0.1613, 2.5879], [-1.5636, -3.0207, 1.3383], [-1.5257, -3.8713, 0.9010], [-1.0030, -2.4535, 0.8090], [-1.1342, 1.6587, 1.8021], [-0.5770, 1.5129, 1.0375], [-1.9773, 1.9272, 1.4369], [3.6297, 1.9218, 0.7955], [3.0934, 1.9414, 0.0028], [3.8774, 2.8350, 0.9403], [-0.6146, -2.3207, -1.1948], [-0.3940, -2.3486, -2.1258], [-1.4422, -1.8411, -1.1585], [-3.4679, -1.1129, -0.9114], [-3.9997, -0.6658, -0.2530], [-3.1654, -0.4137, -1.4908], [2.1999, 2.6066, -1.5554], [1.9645, 2.2355, -2.4057], [1.3754, 2.9417, -1.2032]], "mulliken_charge": [-0.640, 0.298, 0.326, -0.594, 0.322, 0.290, -0.598, 0.261, 0.287, -0.613, 0.352, 0.319, -0.641, 0.308, 0.320, -0.613, 0.296, 0.311, -0.611, 0.364, 0.299, -0.587, 0.248, 0.377, -0.656, 0.332, 0.305, -0.679, 0.294, 0.325]}

=====

{"formula": "H20O10", "method": "the ωB97M-V functional and the def2-TZVPD basis", "homo_lumo_gap_ev": [10.61, 2.60], "multiplicity": 2, "charge": 1, "homo_ev": [-14.306, -13.892], "symbols": ["O", "H", "H", "O", "H", "H", "O", "H", "H", "O", "H", "H", "O", "H", "H", "O", "H", "H", "O", "H", "H", "O", "H", "H", "O", "H", "H", "O", "H", "H"], "positions_angstrom": [[11.3066, 13.7412, 3.5119], [11.2515, 12.8282, 3.2298], [10.4459, 14.1075, 3.3089], [10.0608, 18.7185, 3.8880], [10.0120, 19.5635, 4.3348], [9.6009, 18.8578, 3.0602], [9.0925, 14.7454, 2.5403], [8.8081, 15.5853, 2.1798], [8.3168, 14.1869, 2.4883], [8.7678, 17.2403, 1.8007], [8.0820, 17.6044, 2.3604], [8.8960, 17.8994, 1.1185], [8.9153, 16.5154, 5.8792], [9.2621, 17.2587, 6.3726], [8.7468, 16.8656, 5.0044], [11.0698, 15.6407, -0.0546], [10.7889, 16.3412, 0.5342], [12.0074, 15.7906, -0.1757], [13.6488, 12.6822, 1.8564], [12.8622, 13.0500, 2.2591], [13.8958, 13.3196, 1.1864], [11.9771, 16.6285, 3.2068], [11.9396, 15.6769, 3.3034], [11.0655, 16.9126, 3.2741], [13.0108, 19.1275, 4.3427], [12.4527, 18.4050, 4.0550], [12.8187, 19.8377, 3.7304], [14.7333, 17.5212, 1.5524], [14.7287, 16.8677, 0.8531], [14.0932, 17.1984, 2.1867]], "lowdin_spin": [0.040, 0.000, 0.000, 0.012, 0.000, 0.000, 0.001, 0.000, 0.000, 0.000, 0.000, 0.000, 0.005, 0.000, 0.000, 0.010, 0.000, 0.000, 0.114, 0.000, 0.000, 0.130, 0.000, 0.001, 0.427, 0.003, 0.004, 0.251, 0.003, -0.001]}

=====

Relative energy (zero: lowest compared OMol25 entry of this formula, charge and spin) readings, ordered: 404.33, 475.16, 1016.26, 325.75, 320.85, 1782.92, 282.58, 150.24 kJ/mol